(1)
DFT (ωB97M-V with the def2-TZVPD basis set) results for a 2-piece molecular cluster, C5H8N2O3S overall.

Atoms and positions in Å:
O: -0.28 -1.55 1.60
C: 0.63 -1.16 0.76
C: 1.07 -1.65 -0.48
C: 2.05 -0.62 -0.92
C: 2.12 0.38 0.00
S: 3.34 1.65 0.16
N: 1.29 0.01 1.04
O: 0.94 0.77 2.12
H: -0.38 -0.84 2.34
H: 0.77 -2.47 -1.08
H: 2.71 -0.67 -1.75
H: 2.43 2.47 0.77
H: 0.68 1.64 1.79
N: -2.71 0.46 -0.34
C: -1.93 1.61 -0.08
O: -0.83 1.68 0.31
H: -3.69 0.63 -0.17
H: -2.26 -0.48 -0.38
H: -2.61 2.50 -0.33

Results
SMILES: Oc1ccc(S)n1O.NC=O
LUMO level: 0.51 eV
gap between HOMO and LUMO: 7.861 eV
ΔE to the lowest compared entry with this formula, charge and spin: 60.3 kcal per mole
net charge: 0
HOMO: -7.347 eV

Partial atomic charges computed with the Löwdin method, in multiples of e: 0.085 -0.399 0.007 -0.105 -0.671 0.804 -0.134 0.026 0.169 0.083 0.083 -0.131 0.081 0.102 -0.389 0.057 0.083 0.112 0.138


(2)
DFT (ωB97M-V with the def2-TZVPD basis set) results for C5H8N2O3S in the gas phase.

Atoms and positions in Å:
C: 1.89 -0.96 -0.39
C: 1.67 -1.29 1.06
C: 0.55 -0.62 1.92
O: 0.56 -0.61 3.09
N: -0.41 -0.15 1.16
C: -1.11 -0.31 0.13
C: -1.35 0.65 -0.85
N: -2.70 0.70 -1.43
S: -0.67 2.25 -0.61
O: -1.22 3.38 -1.29
O: 0.77 2.10 -0.52
H: 2.90 -1.34 -0.71
H: 1.05 -1.39 -0.99
H: 2.07 0.22 -0.56
H: 1.45 -2.30 1.46
H: 2.42 -0.85 1.75
H: -1.66 -1.22 -0.07
H: -3.48 0.29 -1.12
H: -2.72 1.45 -2.03

Results
SMILES: CCC(=O)/N=C/C(N)=S(=O)=O
LUMO level (alpha / beta): -1.99 / -1.85 eV
gap between HOMO and LUMO (alpha / beta): 7.169 / 7.217 eV
ΔE to the lowest compared entry with this formula, charge and spin: 110.3 kcal per mole
net charge: 0
HOMO (alpha / beta): -9.162 / -9.068 eV

Partial atomic charges computed with the Löwdin method, in multiples of e: -0.107 -0.160 -0.582 0.107 0.183 -0.184 -0.304 0.122 0.850 -0.331 -0.352 0.082 0.070 0.116 0.132 0.124 0.138 0.040 0.055


(3)
DFT (ωB97M-V with the def2-TZVPD basis set) results for C5H8N2OS in the gas phase.

Atoms and positions in Å:
C: 0.64 -0.58 -1.44
C: 0.58 -0.70 0.10
S: 2.01 -1.49 0.96
C: 0.44 0.73 0.80
C: -0.55 1.66 0.21
C: -1.93 1.22 -0.13
N: -1.26 1.50 -1.12
N: -0.64 -1.34 0.46
O: -0.68 -2.42 1.05
H: 1.46 -1.21 -1.88
H: 0.89 0.40 -1.90
H: -0.35 -1.01 -1.71
H: 1.12 -2.36 1.18
H: 1.34 1.32 0.47
H: 0.18 0.62 1.87
H: -0.41 2.68 0.64
H: -2.85 0.97 0.44

Results
SMILES: C[C@@](S)(C[C@@H]1C=N1)N=O
LUMO level: -0.66 eV
gap between HOMO and LUMO: 8.525 eV
ΔE to the lowest compared entry with this formula, charge and spin: 161.2 kcal per mole
net charge: 0
HOMO: -9.190 eV

Partial atomic charges computed with the Löwdin method, in multiples of e: -0.074 -0.799 0.809 -0.193 -0.313 -0.112 0.137 -0.025 0.004 0.084 0.089 0.092 -0.213 0.130 0.121 0.129 0.135


(4)
DFT (ωB97M-V with the def2-TZVPD basis set) results for an isolated ion of composition C5H8N2P and charge +1.

Atoms and positions in Å:
N: 2.57 -0.52 1.31
P: 2.15 -0.10 -0.12
N: 0.35 -0.02 -0.15
C: -0.24 1.18 -0.15
C: -1.60 1.22 -0.13
C: -2.34 0.06 -0.12
C: -1.68 -1.17 -0.11
C: -0.32 -1.17 -0.13
H: 3.13 0.20 1.74
H: 2.52 -1.03 -1.11
H: 2.66 1.17 -0.48
H: 0.33 2.10 -0.14
H: -2.08 2.19 -0.12
H: -3.42 0.05 -0.11
H: -2.19 -2.12 -0.08
H: 0.25 -2.09 -0.12

Results
SMILES: N=[PH2][n+]1ccccc1
LUMO level: -4.90 eV
gap between HOMO and LUMO: 8.661 eV
ΔE to the lowest compared entry with this formula, charge and spin: 4.3 kcal per mole
net charge: +1
HOMO: -13.561 eV

Partial atomic charges computed with the Löwdin method, in multiples of e: -0.251 0.779 -0.162 -0.061 -0.009 0.016 0.003 -0.064 -0.008 0.033 0.033 0.138 0.135 0.137 0.136 0.142


(5)
DFT (ωB97M-V with the def2-TZVPD basis set) results for C5H8N2S in the gas phase.

Atoms and positions in Å:
C: -1.23 -1.38 1.23
C: -0.27 -1.62 0.33
C: 0.00 -0.80 -0.87
S: 0.15 -1.56 -2.34
N: 0.02 0.56 -0.75
N: -0.02 1.37 -1.90
C: 0.28 1.33 0.41
C: 1.16 1.00 1.36
H: -1.43 -2.08 2.03
H: -1.84 -0.48 1.15
H: 0.27 -2.54 0.38
H: 0.88 1.26 -2.38
H: -0.68 0.95 -2.54
H: -0.29 2.24 0.39
H: 1.29 1.66 2.19
H: 1.71 0.10 1.32

Results
SMILES: C=CC(=S)N(N)C=C
LUMO level: -0.05 eV
gap between HOMO and LUMO: 8.467 eV
ΔE to the lowest compared entry with this formula, charge and spin: 59.3 kcal per mole
net charge: 0
HOMO: -8.516 eV

Partial atomic charges computed with the Löwdin method, in multiples of e: 0.033 -0.216 -0.777 0.659 -0.215 0.054 -0.158 0.049 0.064 0.070 0.086 0.084 0.055 0.107 0.050 0.055


(6)
DFT (ωB97M-V with the def2-TZVPD basis set) results for C5H8N2S in the gas phase.

Atoms and positions in Å:
C: 1.63 0.06 -0.37
N: 0.53 0.21 0.57
C: -0.70 -0.45 0.17
C: -0.51 -1.88 -0.05
N: -0.28 -2.99 -0.18
C: -1.85 -0.20 1.16
S: -2.99 0.33 -0.17
C: -1.38 0.22 -1.04
H: 1.34 0.48 -1.33
H: 2.48 0.62 0.01
H: 1.94 -0.98 -0.53
H: 0.81 -0.12 1.49
H: -2.21 -1.08 1.70
H: -1.64 0.62 1.84
H: -0.99 1.21 -1.24
H: -1.43 -0.37 -1.95

Results
SMILES: CNC1(C#N)CSC1
LUMO level: 0.73 eV
gap between HOMO and LUMO: 9.785 eV
ΔE to the lowest compared entry with this formula, charge and spin: 32.2 kcal per mole
net charge: 0
HOMO: -9.053 eV

Partial atomic charges computed with the Löwdin method, in multiples of e: -0.107 -0.057 -0.614 -0.187 0.183 -0.379 0.851 -0.387 0.081 0.084 0.080 0.124 0.081 0.082 0.081 0.083


(7)
DFT (ωB97M-V with the def2-TZVPD basis set) results for C5H8N2S as an isolated structure.

Atoms and positions in Å:
C: 0.52 -0.06 0.80
C: 0.44 -1.45 0.02
C: 0.33 0.20 -1.57
C: -0.19 0.74 -0.26
C: -1.36 -0.36 -0.64
H: 1.74 1.85 3.42
H: -0.15 -2.03 0.73
H: 1.46 -1.75 -0.14
H: 1.40 0.46 -1.69
H: -0.21 0.52 -2.35
H: -0.81 1.81 -0.10
H: -1.89 0.17 -1.50
H: -2.31 -0.82 -0.15
N: 0.88 0.11 1.98
N: -0.25 -1.16 -1.15
S: 0.41 1.78 2.61

Results
LUMO level: 0.76 eV
gap between HOMO and LUMO: 9.539 eV
ΔE to the lowest compared entry with this formula, charge and spin: 119.5 kcal per mole
net charge: 0
HOMO: -8.775 eV

Partial atomic charges computed with the Löwdin method, in multiples of e: -0.439 -0.169 -0.116 -0.204 -0.139 -0.049 0.129 0.118 0.139 0.067 0.176 0.116 0.146 -0.250 -0.099 0.573


(8)
DFT (ωB97M-V with the def2-TZVPD basis set) results for C5H8N2Se in the gas phase.

Atoms and positions in Å:
C: -2.73 1.47 0.03
Se: -2.00 -0.42 -0.11
C: -0.20 -0.02 0.12
N: 0.26 1.46 -0.08
C: 1.58 1.30 -0.09
C: 1.99 0.00 0.07
N: 0.85 -0.77 0.19
C: 0.87 -2.19 -0.02
H: -3.75 1.19 -0.20
H: -2.47 1.86 1.10
H: -2.17 2.07 -0.66
H: 2.21 2.09 -0.28
H: 3.01 -0.46 0.18
H: -0.12 -2.65 -0.19
H: 1.49 -2.33 -0.94
H: 1.19 -2.60 0.87

Results
SMILES: C[Se]c1nccn1C
LUMO level: 0.66 eV
gap between HOMO and LUMO: 8.094 eV
ΔE to the lowest compared entry with this formula, charge and spin: 0.0 kcal per mole
net charge: 0
HOMO: -7.430 eV

Partial atomic charges computed with the Löwdin method, in multiples of e: -0.343 0.947 -0.610 0.051 -0.222 -0.102 -0.205 -0.029 -0.007 0.064 -0.009 0.067 0.127 0.082 0.121 0.068


(9)
DFT (ωB97M-V with the def2-TZVPD basis set) results for an isolated ion of composition C5H8N3O and charge +1.

Atoms and positions in Å:
C: -0.85 -1.16 0.69
C: -0.98 -0.09 1.48
C: 0.03 -1.23 -0.43
C: 0.73 -0.17 -0.98
C: 0.02 1.56 0.34
N: -0.60 1.27 1.47
N: 0.11 -2.48 -1.10
N: 0.15 2.64 -0.33
O: 1.92 0.09 -1.49
H: -1.26 -2.12 1.03
H: -1.48 -0.27 2.38
H: -1.04 1.97 2.09
H: -0.52 -3.21 -0.93
H: 0.66 -2.36 -1.95
H: 0.58 2.47 -1.28
H: 0.01 3.51 0.02
H: 2.54 -0.42 -1.01

Results
LUMO level: -3.74 eV
gap between HOMO and LUMO: 8.482 eV
ΔE to the lowest compared entry with this formula, charge and spin: 92.8 kcal per mole
net charge: +1
HOMO: -12.217 eV

Partial atomic charges computed with the Löwdin method, in multiples of e: -0.026 -0.069 -0.271 -0.038 -0.139 0.094 0.141 0.199 0.105 0.137 0.107 0.188 0.091 0.110 0.163 0.090 0.119


(10)
DFT (ωB97M-V with the def2-TZVPD basis set) results for an isolated ion of composition C5H8N3O and charge +1.

Atoms and positions in Å:
N: -2.24 0.36 -0.85
C: -1.13 0.24 -0.10
C: -0.57 -1.03 0.50
C: 0.52 -1.77 -0.30
N: 1.71 -1.30 -0.44
C: 2.14 0.03 0.06
O: 1.87 1.13 -0.68
C: 1.04 1.33 0.48
N: -0.34 1.29 0.06
H: -3.01 -0.32 -0.91
H: -2.55 1.24 -1.18
H: -1.22 -1.88 0.70
H: -0.19 -0.71 1.50
H: 0.34 -2.78 -0.56
H: 2.98 0.02 0.71
H: 1.22 1.96 1.30
H: -0.58 2.17 -0.28

Results
SMILES: [NH2+]=C1CC=N[C@H]2O[C@H]2N1
LUMO level: -3.94 eV
gap between HOMO and LUMO: 9.504 eV
ΔE to the lowest compared entry with this formula, charge and spin: 66.5 kcal per mole
net charge: +1
HOMO: -13.449 eV

Partial atomic charges computed with the Löwdin method, in multiples of e: 0.231 -0.235 -0.054 -0.072 0.136 -0.158 0.023 -0.108 0.136 0.159 0.125 0.125 0.151 0.112 0.140 0.136 0.152


Strongest force on any atom list, top to bottom, in eV/Å: 4.6; 8.1; 3.9; 2.6; 1.7; 0.8; 6.0; 6.9; 4.2; 5.2